# 1
# C4H15N2O

A cluster of 2 separate species, C4H15N2O in total at a distorted geometry (ωB97M-V/def2-TZVPD, the OMol25 dataset).

```
! wB97M-V def2-TZVPD RIJCOSX def2/J DEFGRID3
* xyz 1 1
N 0.65854 -0.66311 0.99721
C 1.38822 0.56551 0.54194
C 1.58654 0.51476 -0.98261
N 0.42630 -0.12434 -1.62147
C -0.78919 0.70588 -1.58563
C -2.06181 -0.06570 -1.28044
H 0.14889 -0.94616 0.13459
H 0.03191 -0.45484 1.82169
H 1.21692 -1.48708 1.18720
H 0.88520 1.44303 0.94222
H 2.36616 0.60826 1.02518
H 2.42835 -0.15504 -1.13290
H 1.70698 1.51640 -1.36478
H 0.66921 -0.30889 -2.58473
H -0.89949 1.18948 -2.54896
H -0.67006 1.49630 -0.85927
H -2.03741 -1.10726 -1.60574
H -2.24843 -0.15787 -0.20816
H -2.91283 0.48776 -1.66799
H -0.59653 -0.25209 3.85433
H -1.88527 -0.88609 3.26577
O -0.94724 -0.71424 3.08656
*
```

## Properties
Kohn-Sham gap: 10.3605 eV
E_HOMO: -13.35 eV



# 2
# C4H15N2O2

A cluster of 2 separate species, C4H15N2O2 in total at a distorted geometry (ωB97M-V/def2-TZVPD, the OMol25 dataset).

```
! wB97M-V def2-TZVPD RIJCOSX def2/J DEFGRID3
* xyz 1 1
N -0.15574 -1.86665 0.48840
C -0.13988 -0.43956 1.13909
C -0.68710 0.54911 0.07023
C -2.16178 0.54327 -0.14170
O 0.04796 0.22182 -1.06903
C 1.30676 0.03527 1.48316
N 2.03783 -1.14724 1.95800
H 0.75210 -2.31622 0.38237
H -0.84425 -2.40847 1.00379
H -0.60200 -1.66587 -0.41359
H -0.78552 -0.64099 1.99866
H -0.47648 1.56782 0.49170
H -2.73650 -0.38177 -0.24215
H -2.88150 1.08866 0.52023
H -2.44398 1.02300 -1.12059
H 0.01846 0.92154 -1.76264
H 1.35716 1.01261 1.99869
H 1.65354 0.24381 0.47247
H 2.02759 -1.29310 2.95471
H 2.94293 -1.24207 1.52622
H -0.35136 2.80086 -2.89821
H 0.01482 1.81176 -4.07397
O -0.18432 1.87315 -3.12852
*
```

## Properties
Kohn-Sham gap: 10.6848 eV
E_HOMO: -13.48 eV



# 3
# C4H15N2O2

A cluster of 3 separate species, C4H15N2O2 in total at a distorted geometry (ωB97M-V/def2-TZVPD, the OMol25 dataset).

```
! wB97M-V def2-TZVPD RIJCOSX def2/J DEFGRID3
* xyz 1 1
C -1.19754 -1.96122 0.43529
C -0.69691 -1.29674 -0.85312
C -1.27768 0.05405 -1.20602
N -1.44374 1.01870 -0.11480
C -0.48741 1.89092 0.12852
N -0.56048 2.71658 1.15308
H -1.14528 -1.27591 1.29875
H -2.24452 -2.21902 0.35765
H -0.51041 -2.77747 0.59600
H 0.39784 -1.15650 -0.81367
H -0.76713 -2.01914 -1.67172
H -0.78718 0.44496 -2.09869
H -2.32083 -0.08518 -1.52746
H -2.31768 1.09181 0.37928
H 0.38241 1.92715 -0.49466
H 0.21520 3.34748 1.28429
H -1.20715 2.72128 1.92472
H 2.20701 0.21997 0.31806
H 1.49170 -0.14652 1.56738
O 1.47123 0.55295 0.88173
H 3.62504 -1.23665 -1.26804
H 3.95461 -0.82889 0.16856
O 3.21889 -0.98262 -0.44515
*
```

## Properties
Kohn-Sham gap: 11.4697 eV
E_HOMO: -14.26 eV



# 4
# C4H15N2O2

A cluster of 2 separate species, C4H15N2O2 in total at a distorted geometry (ωB97M-V/def2-TZVPD, the OMol25 dataset).

```
! wB97M-V def2-TZVPD RIJCOSX def2/J DEFGRID3
* xyz 1 1
N -0.85050 -0.21697 -1.52495
C -0.42329 -0.04474 -0.13243
C 1.15993 -0.20863 0.09780
C 1.62134 0.62068 1.28165
O 1.77379 -0.54312 2.20567
C -1.22788 -1.02531 0.70864
N -2.66607 -0.95599 0.38286
H -1.84007 -0.14123 -1.56814
H -0.44375 0.49989 -2.14572
H -0.64638 -1.19988 -1.87750
H -0.65974 1.04409 0.20846
H 1.42461 -1.19444 0.26605
H 1.66730 0.05995 -0.86358
H 2.60061 0.94679 1.12023
H 0.96727 1.33440 1.74460
H 1.87098 -0.41731 3.23043
H -0.87768 -0.92029 1.73681
H -0.91081 -2.14963 0.24276
H -3.16384 -0.33814 0.98697
H -3.14382 -1.81749 0.25847
H 1.94942 1.81016 -2.24904
H 0.79882 2.88593 -1.94691
O 1.01977 1.97128 -2.16313
*
```

## Properties
Kohn-Sham gap: 10.7531 eV
E_HOMO: -13.65 eV



# 5
# C4H15N2O2

A cluster of 3 separate species, C4H15N2O2 in total at a distorted geometry (ωB97M-V/def2-TZVPD, the OMol25 dataset).

```
! wB97M-V def2-TZVPD RIJCOSX def2/J DEFGRID3
* xyz 1 1
C 1.32080 -0.38967 -0.26053
C 1.12338 0.64242 -1.34377
C -0.35321 0.99139 -1.46655
C -1.43145 0.36470 -1.01002
N -0.49228 2.22426 -2.23161
N 0.80172 0.01417 1.08759
H 0.60361 -1.23697 -0.56073
H 2.33083 -0.81110 -0.23944
H 1.68942 1.60222 -1.29386
H 1.46035 0.23567 -2.29657
H -2.36747 0.88224 -1.14806
H -1.71470 -0.56152 -0.53862
H -1.09323 2.00586 -3.03260
H -0.95448 2.93732 -1.67250
H 1.37594 -0.44931 1.78805
H 0.91176 1.03532 1.17828
H -0.16833 -0.21814 1.27641
H 0.03566 0.67273 4.25864
H 1.21996 1.62277 4.01873
O 0.43706 1.25257 3.59632
H -0.79868 -4.41902 0.02148
H -2.34092 -4.49350 0.00761
O -1.59574 -3.90441 -0.13826
*
```

## Properties
Kohn-Sham gap: 9.8942 eV
E_HOMO: -13.13 eV



# 6
# C4H15N2O2

A cluster of 3 separate species, C4H15N2O2 in total at a distorted geometry (ωB97M-V/def2-TZVPD, the OMol25 dataset).

```
! wB97M-V def2-TZVPD RIJCOSX def2/J DEFGRID3
* xyz 1 1
C 2.03364 1.05406 1.99735
C 1.90639 1.30581 0.50364
C 0.65377 0.81822 -0.17569
C 0.13926 1.37912 -1.27298
N -0.93345 0.96899 -1.99183
N 0.10918 -0.48152 0.31859
H 1.93260 0.00349 2.27147
H 1.25081 1.61062 2.54389
H 2.91547 1.56657 2.37676
H 1.98772 2.36519 0.25479
H 2.79456 0.93757 -0.02045
H 0.58561 2.30622 -1.58664
H -1.54700 0.28199 -1.57848
H -1.21021 1.43991 -2.83331
H -0.49303 -0.32468 1.12423
H -0.30506 -1.11752 -0.38427
H 0.93571 -0.96407 0.67240
H -0.50781 -3.73306 -0.40281
H -1.94219 -3.52296 -0.20043
O -1.15694 -3.01262 -0.44872
H -3.04297 -1.06875 0.41317
H -3.22537 -1.17775 -1.15193
O -2.88066 -0.63484 -0.42874
*
```

## Properties
Kohn-Sham gap: 8.7344 eV
E_HOMO: -11.95 eV



# 7
# C4H15N2O3

A cluster of 3 separate species, C4H15N2O3 in total at a distorted geometry (ωB97M-V/def2-TZVPD, the OMol25 dataset).

```
! wB97M-V def2-TZVPD RIJCOSX def2/J DEFGRID3
* xyz -1 1
C 1.87390 1.19231 0.37409
N 2.42868 0.60618 1.57338
C 0.64915 0.56433 -0.27184
C 0.16873 1.53126 -1.38926
N 0.91410 -0.77997 -0.78596
C 0.23052 -1.88517 -0.06286
O -1.08580 -1.63018 0.12616
H 2.57606 1.20208 -0.48223
H 1.68914 2.27485 0.47578
H 1.88062 0.91597 2.36857
H 2.23076 -0.39070 1.55446
H -0.25847 0.64018 0.47950
H -0.72920 1.06101 -1.78970
H 0.81836 1.88920 -2.18317
H -0.24641 2.49682 -1.03864
H 0.26500 -0.88005 -1.58703
H 0.30873 -2.86307 -0.66761
H 0.83384 -1.96800 0.88387
H -1.92530 -1.07140 1.05988
H -1.96558 -0.92463 2.55436
O -2.56502 -0.68369 1.84031
H -2.52632 -1.10170 -1.35488
H -2.71516 -0.00263 -0.36996
O -2.85034 -0.19301 -1.30721
*
```

## Properties
Kohn-Sham gap: 8.2621 eV
E_HOMO: -4.36 eV



# 8
# C4H15N2OS

A cluster of 2 separate species, C4H15N2OS in total at a distorted geometry (ωB97M-V/def2-TZVPD, the OMol25 dataset).

```
! wB97M-V def2-TZVPD RIJCOSX def2/J DEFGRID3
* xyz 1 1
N 0.15884 -1.54799 -0.30132
C 0.06715 -0.11139 0.29903
C -1.35635 0.03188 0.76401
C -1.82817 1.42419 1.31569
S -3.54937 1.74035 0.99042
C 0.46732 0.93119 -0.81849
N 1.58390 0.37286 -1.58797
H 1.17643 -1.71065 -0.57248
H -0.49879 -1.59719 -1.16369
H -0.22148 -2.18873 0.30985
H 0.94039 0.07590 1.04400
H -1.69929 -0.86333 1.43198
H -1.94469 -0.17924 -0.15552
H -1.27658 2.24194 1.07088
H -1.66362 1.42766 2.39581
H -3.71736 2.98138 0.35529
H -0.47171 1.24459 -1.27602
H 0.93551 1.91923 -0.50905
H 1.58776 0.46582 -2.54825
H 2.44438 0.76274 -1.32838
H 3.04215 -2.75316 0.89187
H 3.22131 -2.32850 -0.71669
O 2.60227 -2.33955 0.10902
*
```

## Properties
Kohn-Sham gap: 9.0125 eV
E_HOMO: -12.01 eV



# 9
# C4H15N3O

A cluster of 2 separate species, C4H15N3O in total (ωB97M-V/def2-TZVPD, the OMol25 dataset).

```
! wB97M-V def2-TZVPD RIJCOSX def2/J DEFGRID3
* xyz 0 1
C -2.85097 0.50010 0.24063
O -1.45764 0.30512 0.17077
N -0.80362 1.42740 -0.45077
C -0.32603 1.03145 -1.76132
C 0.28060 1.84064 0.42078
H -3.08666 1.56632 0.21894
H -3.19471 0.06319 1.18641
H -3.35553 -0.00070 -0.59331
H 0.08821 1.91496 -2.24337
H 0.43817 0.24799 -1.71315
H -1.17263 0.67422 -2.34579
H -0.13684 2.07433 1.39862
H 1.05290 1.06858 0.52349
H 0.71895 2.74238 -0.00289
N 0.50541 -2.16077 0.02614
C 1.62570 -1.93563 0.91325
N 2.39226 -0.81444 0.39510
H -0.09723 -1.34203 0.02362
H -0.04631 -2.94291 0.35623
H 2.20843 -2.87529 0.95357
H 1.33520 -1.67406 1.94808
H 2.62292 -0.99917 -0.57792
H 3.25942 -0.71168 0.91290
*
```

## Properties
Kohn-Sham gap: 9.6097 eV
Structure (SMILES): CON(C)C.NCN
E_HOMO: -8.50 eV



# 10
# C4H15N3O

A cluster of 2 separate species, C4H15N3O in total (ωB97M-V/def2-TZVPD, the OMol25 dataset).

```
! wB97M-V def2-TZVPD RIJCOSX def2/J DEFGRID3
* xyz 0 1
N 1.63052 0.47025 -1.80366
C 1.00920 -0.74528 -1.30641
N 1.58365 -1.91967 -1.92342
N -0.40743 -0.72208 -1.60206
O 1.19997 -0.79920 0.07795
H 2.53174 0.60408 -1.35992
H 1.77489 0.39329 -2.80380
H 2.54515 -2.02304 -1.61304
H 1.07442 -2.73871 -1.60811
H -0.58103 -1.19491 -2.47709
H -0.70303 0.24254 -1.70053
H 0.43851 -0.37552 0.49575
C -1.68042 -0.36813 1.56101
C -1.31158 1.00617 2.11229
C -0.34128 1.80214 1.24167
H -1.92460 -0.31632 0.50114
H -2.55155 -0.75393 2.08993
H -0.87322 -1.08499 1.70285
H -2.22917 1.59045 2.21738
H -0.88683 0.89319 3.11266
H -0.27496 2.81852 1.61193
H 0.66205 1.38409 1.26361
H -0.68501 1.83705 0.20989
*
```

## Properties
Kohn-Sham gap: 10.4850 eV
Structure (SMILES): NC(N)(N)O.CCC
E_HOMO: -9.52 eV



# 11
# C4H15NO2

A cluster of 3 separate species, C4H15NO2 in total at a distorted geometry (ωB97M-V/def2-TZVPD, the OMol25 dataset).

```
! wB97M-V def2-TZVPD RIJCOSX def2/J DEFGRID3
* xyz 0 1
C 0.73657 2.68157 -1.40470
C 1.33788 1.72332 -0.40772
C 0.32737 0.82194 0.28912
C 1.07824 -0.12979 1.23517
N -0.38748 -0.00130 -0.66481
H 0.06404 2.22715 -2.12988
H 0.20819 3.51164 -0.94404
H 1.45460 3.19181 -2.06573
H 1.88308 2.30400 0.35255
H 2.16177 1.15608 -0.83761
H -0.37031 1.45744 0.82961
H 0.39302 -0.68030 1.86559
H 1.59582 -0.78452 0.54176
H 1.86550 0.34915 1.83029
H -0.31120 -0.99667 -0.63279
H -0.60841 0.40994 -1.55234
O 0.07420 -3.37912 0.56364
H 0.88020 -3.08480 1.00342
H -0.51403 -2.61208 0.64442
O -3.89806 -2.40279 0.26648
H -3.24851 -2.88958 0.79265
H -4.72247 -2.87307 0.42492
*
```

## Properties
Kohn-Sham gap: 9.5204 eV
Structure (SMILES): CC[C@H](C)N.O.O
E_HOMO: -8.78 eV



# 12
# C4H15NO2

A cluster of 3 separate species, C4H15NO2 in total at a distorted geometry (ωB97M-V/def2-TZVPD, the OMol25 dataset).

```
! wB97M-V def2-TZVPD RIJCOSX def2/J DEFGRID3
* xyz 0 1
C -0.67679 1.48298 -2.04350
C 0.35925 0.45635 -1.43417
C 0.16967 -1.13743 -1.38955
C -0.30740 -1.55883 -0.12542
N 0.82960 -1.47752 0.90755
H -0.55252 2.45393 -1.57738
H -1.68026 1.18931 -1.64498
H -0.67286 1.49914 -3.14896
H 1.34296 0.65647 -1.96562
H 0.29161 0.79631 -0.32824
H -0.43827 -1.31746 -2.39477
H 1.12492 -1.67567 -1.63548
H -0.77532 -2.54994 -0.17616
H -1.17670 -0.94047 0.11126
H 1.28163 -2.37966 0.90753
H 0.32528 -1.37156 1.79323
O 1.85975 0.66174 2.77115
H 2.49122 1.27549 2.38645
H 1.98701 -0.04845 2.15377
O -2.05826 1.02850 2.06483
H -2.55543 1.62176 2.62769
H -1.16908 1.33504 2.14079
*
```

## Properties
Kohn-Sham gap: 10.5939 eV
Structure (SMILES): CCCCN.O.O
E_HOMO: -9.78 eV